{
  "formula": "C31H51BrN2NiOP2",
  "method": "the ωB97M-V functional and the def2-TZVPD basis",
  "species": ["N", "C", "C", "C", "C", "C", "C", "Ni", "P", "C", "C", "C", "C", "C", "C", "C", "Br", "H", "H", "H", "H", "H", "H", "H", "H", "H", "H", "P", "C", "C", "H", "H", "H", "H", "H", "C", "C", "H", "H", "H", "H", "H", "C", "C", "H", "H", "H", "H", "H", "C", "C", "H", "H", "H", "H", "H", "C", "C", "H", "H", "H", "H", "H", "C", "C", "H", "H", "H", "H", "H", "O", "C", "C", "C", "C", "C", "C", "N", "H", "H", "H", "H", "H", "H", "H", "H", "H", "H", "H"],
  "positions_angstrom": [[6.4571, -1.4045, 0.8284], [5.4670, -1.5997, 1.7013], [4.2442, -0.9124, 1.6043], [3.9575, -0.2642, 0.3811], [5.0714, 0.1331, -0.3935], [6.2920, -0.5371, -0.1569], [2.5205, -0.2758, -0.0524], [1.3060, 0.4227, -1.4097], [-1.5616, 0.1173, -2.9906], [2.1470, -1.1781, -1.1238], [0.9912, -2.0650, -0.9789], [0.7089, -2.9330, -2.0638], [-0.2344, -3.9450, -1.9170], [-0.9862, -4.0029, -0.7233], [-0.7256, -3.1344, 0.3495], [0.2391, -2.1339, 0.2131], [-2.3937, -5.1842, -0.5897], [1.8931, -0.2132, 0.8608], [2.9369, -1.4791, -1.8170], [3.5139, -0.9624, 2.4185], [5.0232, 0.9042, -1.1686], [5.6387, -2.3135, 2.5107], [7.1526, -0.3721, -0.8138], [1.2044, -2.7581, -3.0097], [0.3638, -1.4260, 1.0275], [-0.4458, -4.6565, -2.7142], [-1.2600, -3.2642, 1.2919], [1.2326, 2.3758, -0.4923], [-1.8370, -1.5746, -3.6224], [-2.4714, -1.7068, -5.0159], [-2.4630, -2.0927, -2.8772], [-0.8563, -2.0688, -3.6217], [-2.6372, -2.7765, -5.2177], [-3.4368, -1.1794, -5.0750], [-1.8023, -1.3415, -5.8078], [0.1979, 0.4744, -3.2286], [0.4685, 1.0536, -4.6360], [0.8040, -0.4271, -3.0233], [0.4596, 1.3033, -2.4874], [1.5236, 1.3170, -4.7455], [0.1993, 0.3300, -5.4112], [-0.1338, 1.9613, -4.7611], [-2.3190, 0.0107, -1.3282], [-3.7892, 0.4525, -1.4110], [-1.7425, 0.6291, -0.6234], [-2.2424, -1.0377, -1.0118], [-4.0825, 0.9689, -0.4905], [-3.9520, 1.1317, -2.2584], [-4.4659, -0.4007, -1.5400], [-0.3402, 2.6486, 0.3960], [-0.5460, 4.0421, 0.9606], [-0.3767, 1.8858, 1.1894], [-1.1461, 2.4032, -0.3104], [0.2072, 4.3081, 1.7017], [-0.5209, 4.7948, 0.1720], [-1.5231, 4.0970, 1.4532], [1.4299, 3.7120, -1.7459], [2.4506, 3.3097, -2.8050], [1.7491, 4.6027, -1.1909], [0.4359, 3.9351, -2.1678], [3.4762, 3.4025, -2.4268], [2.3194, 2.2700, -3.1306], [2.3457, 3.9479, -3.6848], [2.6090, 2.7222, 0.6865], [2.2709, 2.8152, 2.1769], [3.1149, 3.6402, 0.3349], [3.2896, 1.8751, 0.5132], [3.1907, 2.6299, 2.7403], [1.9187, 3.8248, 2.4403], [1.5375, 2.0658, 2.4859], [-0.5652, -0.0360, 2.4378], [-1.6505, -0.2493, 3.0552], [-2.7465, -1.1384, 2.4923], [-2.9325, -2.4300, 3.2930], [-3.7835, -2.2670, 4.5520], [-3.1815, -1.3247, 5.5918], [-3.0385, 0.1173, 5.1005], [-1.8687, 0.3237, 4.2548], [-3.6789, -0.5533, 2.4766], [-2.4780, -1.3701, 1.4532], [-3.4168, -3.1680, 2.6380], [-1.9478, -2.8497, 3.5551], [-4.7814, -1.8968, 4.2697], [-3.9076, -3.2551, 5.0142], [-3.8260, -1.3106, 6.4771], [-2.2051, -1.6967, 5.9223], [-3.9526, 0.4071, 4.5598], [-2.9304, 0.7860, 5.9599], [-1.1764, 1.0146, 4.5297]],
  "total_charge": 2,
  "e_above_lowest_kcal_mol": 26.0,
  "e_tot_ev": -167648.034,
  "spin_multiplicity": 3,
  "gap_ev": [7.8912, 4.4378]
}

---

{
  "formula": "C31H51BrN4O5PSTc",
  "method": "the ωB97M-V functional and the def2-TZVPD basis",
  "species": ["Tc", "C", "C", "N", "C", "S", "N", "N", "C", "C", "C", "C", "C", "C", "C", "N", "H", "H", "H", "H", "H", "H", "H", "H", "H", "H", "H", "H", "H", "C", "C", "C", "C", "C", "C", "C", "Br", "C", "O", "C", "C", "C", "C", "C", "C", "H", "H", "H", "H", "H", "H", "H", "H", "H", "H", "H", "H", "H", "H", "H", "H", "H", "H", "H", "H", "C", "O", "P", "O", "C", "O", "C", "H", "H", "H", "H", "H", "H", "H", "H", "H", "C", "C", "C", "C", "O", "H", "H", "H", "H", "H", "H", "H", "H", "H"],
  "positions_angstrom": [[0.3261, -0.0623, 1.2607], [-1.4572, 1.6157, 6.6669], [0.0592, 1.5930, 6.5132], [0.4932, 0.4985, 5.6683], [0.3244, 0.5004, 4.3476], [0.8593, -0.9183, 3.4560], [-0.1568, 1.5435, 3.7413], [-0.1607, 1.5900, 2.4211], [-0.7908, 2.6599, 1.8927], [-1.7730, 3.3581, 2.7922], [-0.3879, 3.2292, 0.6814], [-0.5289, 4.6345, 0.4933], [0.4333, 5.3277, -0.1751], [1.5685, 4.6210, -0.6518], [1.5148, 3.2732, -0.7055], [0.4314, 2.5405, -0.2442], [-1.7657, 2.4647, 7.2667], [-1.8081, 0.7098, 7.1490], [-1.9213, 1.6873, 5.6882], [0.5505, 1.4668, 7.4779], [0.4020, 2.5254, 6.0554], [0.7325, -0.3868, 6.0927], [-2.2619, 2.6111, 3.4174], [-2.5310, 3.8963, 2.2298], [-1.2506, 4.0522, 3.4500], [-1.3383, 5.1515, 0.9790], [0.3678, 6.3958, -0.3003], [2.4396, 5.1505, -0.9971], [2.2891, 2.6766, -1.1631], [-2.2087, -5.5476, 0.4298], [-0.9692, -5.4097, -0.4641], [-1.2138, -6.1935, -1.7575], [0.2528, -6.0094, 0.2411], [-0.7122, -3.9360, -0.7181], [-0.3803, -3.1037, 0.3513], [-0.1656, -1.7740, 0.1185], [-2.0916, -0.5568, 1.9166], [-0.3914, -1.1822, -1.1348], [-0.3078, 0.2172, -0.9732], [-0.7082, -1.9802, -2.2341], [-0.8287, -3.3499, -1.9670], [-0.8537, -1.5216, -3.6858], [0.5677, -1.3768, -4.2475], [-1.6339, -0.2106, -3.8071], [-1.6089, -2.5407, -4.5600], [-2.3746, -6.5942, 0.6677], [-3.0899, -5.1664, -0.0795], [-2.0914, -5.0009, 1.3598], [-1.3950, -7.2386, -1.5169], [-0.3484, -6.1463, -2.4157], [-2.0882, -5.8230, -2.2874], [0.0997, -7.0706, 0.4144], [0.4299, -5.5346, 1.2007], [1.1417, -5.8831, -0.3728], [-0.3317, -3.4876, 1.3594], [-1.0608, -3.9909, -2.7954], [1.1545, -0.7109, -3.6265], [0.5417, -0.9881, -5.2628], [1.0583, -2.3477, -4.2636], [-1.1862, 0.5963, -3.2280], [-2.6611, -0.3496, -3.4778], [-1.6500, 0.1061, -4.8472], [-1.0140, -3.4304, -4.7582], [-1.8260, -2.0842, -5.5247], [-2.5557, -2.8317, -4.1072], [-1.5330, 4.0556, -2.7472], [-0.4802, 3.1200, -2.6156], [-0.3580, 1.7792, -1.6567], [-1.9457, 1.9424, -1.3073], [-3.0126, 1.1061, -0.8963], [0.9143, 1.2916, -2.5537], [1.5140, 1.9297, -3.6705], [-2.3810, 3.6055, -3.2644], [-1.1319, 4.8777, -3.3424], [-1.8625, 4.4268, -1.7774], [-3.8278, 1.2407, -1.6094], [-3.3452, 1.4200, 0.0936], [-2.7368, 0.0531, -0.8686], [1.8241, 2.9449, -3.4293], [0.8245, 1.9587, -4.5136], [2.3820, 1.3217, -3.9280], [4.3047, 0.5303, -0.0273], [3.3820, 0.4231, 1.2007], [3.8976, -0.7255, 2.0905], [3.4115, 1.7353, 2.0131], [2.0841, 0.2193, 0.7780], [5.2847, 0.8865, 0.2772], [3.8874, 1.2175, -0.7589], [4.4124, -0.4464, -0.4945], [3.3678, -0.7510, 3.0390], [3.7632, -1.6821, 1.5894], [4.9558, -0.5754, 2.2916], [4.4272, 1.9535, 2.3273], [2.7849, 1.6251, 2.8972], [3.0339, 2.5620, 1.4135]],
  "total_charge": 1,
  "e_above_lowest_kcal_mol": 76.0,
  "e_tot_ev": -141531.157,
  "spin_multiplicity": 4,
  "gap_ev": [5.2338, 5.2739]
}

---

{
  "formula": "C31H51ClMoP2",
  "method": "the ωB97M-V functional and the def2-TZVPD basis",
  "species": ["Mo", "C", "C", "C", "C", "C", "C", "H", "H", "H", "C", "H", "H", "H", "C", "H", "H", "H", "C", "H", "H", "H", "C", "H", "H", "H", "C", "C", "C", "C", "C", "C", "C", "C", "H", "H", "H", "H", "H", "H", "H", "H", "H", "H", "H", "H", "P", "C", "H", "H", "H", "C", "H", "H", "H", "C", "H", "H", "H", "P", "C", "H", "H", "H", "C", "H", "H", "H", "C", "H", "H", "H", "Cl", "C", "C", "C", "C", "C", "C", "C", "H", "H", "H", "H", "H", "H"],
  "positions_angstrom": [[-0.6624, -1.6156, -1.5952], [1.4597, -2.3306, -0.1313], [1.2862, -2.6069, -1.5548], [1.8959, -0.3698, -1.2573], [1.9184, -0.9994, 0.0038], [1.5130, -1.3414, -2.2581], [1.5358, -3.3735, 0.9175], [0.8743, -4.2190, 0.6942], [1.2578, -2.9695, 1.9021], [2.5621, -3.7678, 1.0005], [2.5699, -0.4433, 1.2140], [2.2719, -0.9901, 2.1150], [2.3087, 0.6106, 1.3565], [3.6698, -0.4965, 1.1464], [2.4906, 0.9516, -1.5557], [3.5810, 0.8746, -1.7065], [2.3384, 1.6537, -0.7249], [2.0664, 1.3904, -2.4673], [1.6742, -1.2052, -3.7300], [2.3471, -1.9922, -4.0922], [2.1152, -0.2364, -3.9797], [0.7263, -1.2956, -4.2735], [1.3388, -3.9623, -2.1653], [2.3767, -4.3229, -2.1383], [1.0099, -3.9426, -3.2084], [0.7200, -4.6830, -1.6147], [-2.2152, -1.5253, -0.3244], [-1.5720, -2.8399, -0.3029], [-2.1717, -4.0289, -1.0290], [-1.9974, -4.0151, -2.5858], [-1.3316, -2.7548, -3.1093], [-2.0482, -1.4865, -3.0536], [-3.4822, -1.4257, -2.5376], [-3.5621, -1.3385, -0.9944], [-3.2352, -4.1407, -0.7750], [-2.9676, -4.1823, -3.0750], [-1.6760, -4.9289, -0.6375], [-4.2577, -2.0941, -0.6108], [-2.0304, -0.8901, 0.5494], [-1.0707, -3.0709, 0.6471], [-4.0042, -0.3771, -0.7069], [-3.9978, -0.5672, -2.9885], [-1.8414, -0.7485, -3.8390], [-4.0487, -2.2949, -2.8975], [-1.3903, -4.8827, -2.8724], [-0.6849, -2.8897, -3.9861], [-0.5150, -0.4527, 3.3251], [0.2926, -0.3034, 4.9747], [-0.4620, -0.1713, 5.7613], [0.9953, 0.5408, 4.9807], [0.8587, -1.2266, 5.1604], [-1.5144, 1.0960, 3.3467], [-1.9411, 1.2645, 4.3451], [-2.3256, 1.0048, 2.6120], [-0.8776, 1.9448, 3.0648], [-1.8445, -1.6486, 3.7659], [-2.6160, -1.6443, 2.9844], [-2.2945, -1.3962, 4.7363], [-1.4044, -2.6540, 3.8176], [-1.2878, 1.6649, -1.9382], [-0.9099, 2.0111, -3.6953], [-1.4948, 2.8628, -4.0691], [-1.1503, 1.1111, -4.2744], [0.1652, 2.1998, -3.8181], [-3.0586, 2.0871, -1.7955], [-3.6790, 1.3949, -2.3768], [-3.2331, 3.1186, -2.1304], [-3.3459, 1.9798, -0.7411], [-0.4919, 3.0552, -1.0797], [-0.8017, 4.0201, -1.5039], [0.5989, 2.9512, -1.1475], [-0.7680, 3.0103, -0.0181], [3.1835, 2.5042, 4.6184], [2.9395, 3.9154, 3.6838], [3.5480, 5.1020, 4.0479], [3.3826, 6.2527, 3.2667], [2.6171, 6.2025, 2.0963], [2.0012, 5.0238, 1.7053], [2.1085, 3.8312, 2.5004], [1.4537, 2.6649, 2.1534], [4.1602, 5.1275, 4.9541], [3.8593, 7.1872, 3.5736], [2.5033, 7.0989, 1.4852], [1.4040, 4.9780, 0.7904], [0.9065, 2.6176, 1.2155], [1.3778, 1.8381, 2.8545]],
  "total_charge": 2,
  "e_tot_ev": -65910.104,
  "spin_multiplicity": 3,
  "gap_ev": [5.6505, 3.1382]
}